No. 1
This record from OMol25 describes a structure of composition C30H47N14O2PRu. The level of theory is the ωB97M-V functional and the def2-TZVPD basis.

```
95
Properties=species:S:1:pos:R:3:lowdin_charge:R:1
Ru -0.118 -0.118 -0.430 1.051
N -1.566 -0.369 1.389 -0.016
C -1.631 0.834 2.244 -0.202
C -0.262 1.454 2.308 -0.194
N 0.251 1.748 0.969 -0.126
C -0.213 2.994 0.341 -0.171
C -1.516 2.809 -0.397 -0.205
N -1.411 1.611 -1.247 -0.025
H -2.493 -0.638 1.086 0.090
H -1.188 -1.138 1.931 0.078
H -1.953 0.600 3.258 0.133
H -2.359 1.518 1.821 0.103
H 0.425 0.749 2.777 0.106
H -0.296 2.344 2.939 0.139
H 1.258 1.826 1.051 0.117
H 0.553 3.299 -0.372 0.124
H -0.326 3.790 1.080 0.138
H -1.710 3.711 -0.977 0.134
H -2.353 2.686 0.283 0.102
H -0.789 1.800 -2.034 0.058
H -2.316 1.354 -1.617 0.092
C -3.903 -3.160 -3.624 -0.038
N -2.720 -2.552 -2.997 -0.114
C -2.676 -1.594 -2.073 -0.124
N -1.413 -1.370 -1.740 -0.026
C -0.708 -2.258 -2.514 -0.202
N -1.475 -2.986 -3.280 0.146
C -4.899 -3.637 -2.589 -0.187
C -6.268 -3.455 -2.747 0.019
C -7.157 -3.935 -1.789 -0.012
C -6.695 -4.611 -0.674 0.018
C -5.323 -4.795 -0.520 -0.136
C -4.432 -4.302 -1.469 0.031
C -4.763 -5.558 0.579 -0.185
N -5.274 -6.509 1.294 0.293
N -4.342 -6.994 2.071 0.293
C -3.240 -6.347 1.859 -0.186
O -3.459 -5.401 0.916 0.183
C -1.920 -6.529 2.427 -0.138
C -1.550 -7.779 2.907 0.020
C -0.263 -7.957 3.386 -0.007
C 0.629 -6.898 3.394 0.015
C 0.258 -5.636 2.931 -0.172
C 1.276 -4.534 3.089 -0.043
N 1.178 -3.341 2.232 -0.092
C 0.663 -3.111 1.020 -0.117
N 0.930 -1.857 0.661 -0.030
C 1.644 -1.371 1.722 -0.224
N 1.801 -2.234 2.683 0.146
C -1.026 -5.456 2.450 0.024
H -3.530 -3.998 -4.208 0.146
H -4.360 -2.445 -4.306 0.139
H -3.545 -1.086 -1.681 0.149
H 0.368 -2.339 -2.502 0.114
H -6.650 -2.952 -3.628 0.134
H -8.220 -3.787 -1.926 0.130
H -7.381 -5.001 0.069 0.135
H -3.370 -4.481 -1.343 0.132
H -2.260 -8.598 2.881 0.136
H 0.044 -8.926 3.754 0.133
H 1.626 -7.053 3.791 0.138
H 2.276 -4.945 2.955 0.144
H 1.235 -4.156 4.109 0.148
H 0.154 -3.849 0.419 0.140
H 2.084 -0.387 1.753 0.112
H -1.368 -4.486 2.108 0.112
C 3.349 -0.680 -1.399 -0.108
N 2.991 -0.624 -2.814 -0.299
C 3.824 -1.454 -3.681 -0.080
P 1.998 0.601 -3.307 0.546
O 0.813 0.772 -2.367 -0.413
N 2.897 1.971 -3.327 -0.295
C 4.321 2.017 -3.653 -0.079
C 2.233 3.275 -3.313 -0.081
N 1.454 0.249 -4.810 -0.289
C 2.290 0.450 -5.995 -0.081
C 0.036 0.015 -5.092 -0.087
H 3.572 -1.711 -1.123 0.089
H 2.523 -0.333 -0.792 0.010
H 4.225 -0.064 -1.162 0.097
H 3.802 -2.485 -3.325 0.091
H 4.867 -1.126 -3.686 0.090
H 3.441 -1.440 -4.698 0.071
H 4.761 1.024 -3.616 0.064
H 4.845 2.652 -2.935 0.097
H 4.487 2.445 -4.646 0.094
H 1.160 3.151 -3.184 0.064
H 2.416 3.816 -4.246 0.095
H 2.628 3.890 -2.500 0.091
H 3.331 0.597 -5.719 0.069
H 1.954 1.319 -6.566 0.098
H 2.219 -0.420 -6.651 0.098
H -0.553 0.159 -4.191 0.049
H -0.122 -1.004 -5.459 0.086
H -0.312 0.706 -5.863 0.094
```

Output
spin multiplicity: 2
HOMO-LUMO gap (spin up / spin down): 7.01 / 2.68 eV
E_HOMO (spin up / spin down): -15.08 / -15.08 eV
net charge: +3
<S²>: 0.7584
ΔE to the lowest compared entry with this formula, charge and spin: 54.8 kcal per mole
total energy: -68676.367 eV



No. 2
This record from OMol25 describes the ion C5H8N with charge +1. The level of theory is the ωB97M-V functional and the def2-TZVPD basis.

```
14
Properties=species:S:1:pos:R:3:lowdin_charge:R:1
C -1.722 0.446 1.122 -0.045
C -2.170 1.315 1.998 0.083
C 0.746 -0.957 -1.155 -0.089
C -0.608 -1.236 -0.492 -0.048
C -1.150 -0.378 0.333 -0.061
N 1.310 0.241 -0.436 0.175
H -3.148 1.622 2.334 0.084
H -1.593 1.952 2.588 0.055
H 1.298 -1.888 -1.043 0.142
H 0.416 -0.778 -2.098 0.101
H -1.043 -1.994 -1.025 0.095
H 0.529 0.646 0.182 0.149
H 1.924 0.178 0.343 0.154
H 1.745 1.009 -1.020 0.204
```

Output
HOMO-LUMO gap: 9.13 eV
E_HOMO: -13.15 eV
net charge: +1
structure (SMILES): C=C=C=CC[NH3+]
ΔE to the lowest compared entry with this formula, charge and spin: 92.4 kcal per mole
total energy: -6794.080 eV



No. 3
This record from OMol25 describes a cluster of 2 separate species, C30H29N2O3 in total. The level of theory is the ωB97M-V functional and the def2-TZVPD basis.

```
64
Properties=species:S:1:pos:R:3:lowdin_charge:R:1
H 0.495 1.012 0.094 0.088
C 1.546 1.209 0.340 -0.167
H 1.633 2.285 0.533 0.117
C 1.922 0.445 1.569 -0.084
C 2.886 -0.469 1.563 -0.063
N 3.622 -0.764 0.394 -0.042
C 4.466 -1.935 0.357 -0.229
C 3.894 -3.197 0.266 -0.016
C 4.679 -4.326 0.218 -0.040
C 6.061 -4.232 0.263 -0.278
C 6.897 -5.466 0.210 -0.048
C 6.635 -2.971 0.354 -0.031
C 5.850 -1.839 0.398 -0.005
C 3.355 -0.053 -0.775 0.036
C 2.382 0.874 -0.859 -0.149
C 2.136 1.515 -2.151 -0.514
N 1.086 2.394 -2.276 0.161
O 2.859 1.253 -3.107 0.033
H 1.382 0.642 2.481 0.095
H 3.136 -1.016 2.455 0.124
H 2.824 -3.273 0.222 0.113
H 4.225 -5.299 0.137 0.115
H 7.958 -5.235 0.306 0.079
H 6.630 -6.151 1.017 0.086
H 6.755 -5.990 -0.736 0.088
H 7.707 -2.884 0.388 0.113
H 6.298 -0.865 0.466 0.117
H 3.925 -0.286 -1.656 0.144
H 0.500 2.687 -1.504 0.082
H 0.937 2.874 -3.149 0.103
C -4.006 4.024 -5.120 -0.119
C -2.912 3.029 -4.681 -0.076
C -3.315 2.679 -3.291 -0.144
C -4.460 3.438 -2.962 -0.138
O -4.865 4.268 -3.997 0.024
C -5.042 3.275 -1.701 0.045
C -4.502 2.374 -0.822 0.010
C -3.312 1.654 -1.117 -0.185
C -2.686 0.748 -0.232 0.101
C -2.929 0.532 1.141 -0.187
C -2.402 -0.637 1.741 0.060
C -2.725 -0.938 3.035 -0.141
C -3.577 -0.107 3.798 -0.138
O -3.816 -0.609 5.069 0.024
C -3.135 -1.863 5.181 -0.123
C -2.291 -2.064 3.907 -0.076
C -4.039 1.089 3.240 0.045
C -3.690 1.413 1.956 0.004
C -2.747 1.812 -2.402 0.050
H -3.600 4.986 -5.463 0.135
H -4.635 3.611 -5.922 0.134
H -2.870 2.131 -5.311 0.135
H -1.911 3.475 -4.668 0.128
H -5.914 3.853 -1.447 0.131
H -5.030 2.168 0.090 0.107
H -1.958 0.093 -0.680 0.128
H -1.752 -1.282 1.176 0.136
H -2.534 -1.852 6.100 0.135
H -3.908 -2.635 5.286 0.134
H -2.455 -3.036 3.424 0.134
H -1.218 -1.967 4.102 0.131
H -4.673 1.729 3.829 0.131
H -3.921 2.397 1.591 0.113
H -1.854 1.274 -2.664 0.127
```

Output
HOMO-LUMO gap: 4.32 eV
E_HOMO: -9.58 eV
net charge: +1
ΔE to the lowest compared entry with this formula, charge and spin: 10.2 kcal per mole
total energy: -40696.192 eV